a) # C3H6O2

2 unconnected molecules or ions with the total composition C3H6O2 (the ωB97M-V functional and the def2-TZVPD basis, OMol25).

Geometry (Å):
O -0.312 -0.676 -2.117
C 0.748 -1.124 -1.772
H 1.644 -0.520 -1.993
H 0.853 -2.098 -1.267
O -0.812 2.164 1.950
C -0.737 1.438 0.995
C -0.196 0.041 1.079
H -0.935 1.803 -0.028
H -0.124 -0.410 2.064
H -0.892 -0.603 0.525
H 0.763 -0.015 0.563

Properties
Kohn-Sham gap (Ha): 0.3808
SMILES: CC=O.C=O
HOMO level (eV): -9.891
Charge: 0

b) # C3H6O2

C3H6O2 in the gas phase (the ωB97M-V functional and the def2-TZVPD basis, OMol25).

Geometry (Å):
C 1.135 0.441 -0.026
C -0.273 0.531 -0.143
C -1.394 -0.245 0.487
H 0.885 -1.730 -0.200
H 1.681 1.054 -0.856
H 1.501 1.121 0.794
H -0.648 1.253 -1.044
H -2.385 0.246 0.161
H -1.389 -0.846 1.366
O 1.469 -0.925 0.204
O -0.582 -0.899 -0.743

Properties
Kohn-Sham gap (Ha): 0.3941
SMILES: OC[C@@H]1CO1
HOMO level (eV): -9.767
Charge: 0

We find a) to be the most stable, with the next structure 267.9 kJ/mol higher.

a) # C3H6O2

2 unconnected molecules or ions with the total composition C3H6O2 (the ωB97M-V functional and the def2-TZVPD basis, OMol25).

Geometry (Å):
O 2.304 0.189 -0.011
C -0.248 -0.024 1.191
C -0.996 0.449 0.194
C -1.108 -0.272 -1.092
O -1.942 -0.036 -1.935
H 2.214 -0.749 -0.219
H -0.131 0.506 2.132
H 0.288 -0.966 1.110
H 1.514 0.590 -0.395
H -1.560 1.374 0.283
H -0.336 -1.060 -1.258

Properties
Kohn-Sham gap (Ha): 0.3792
SMILES: C=CC=O.O
HOMO level (eV): -10.294
Charge: 0

b) # C3H6O2

2 unconnected molecules or ions with the total composition C3H6O2 (the ωB97M-V functional and the def2-TZVPD basis, OMol25).

Geometry (Å):
O -0.939 0.043 -2.317
C 0.746 0.638 -0.435
C 0.166 -0.005 0.557
C 0.185 -0.846 1.710
O -0.746 0.267 1.526
H -1.295 0.886 -2.013
H 1.541 0.187 -1.013
H 0.410 1.632 -0.702
H -0.841 -0.447 -1.489
H 0.995 -0.621 2.398
H -0.268 -1.828 1.787

Properties
Kohn-Sham gap (Ha): 0.3719
SMILES: C=C1CO1.O
HOMO level (eV): -9.318
Charge: 0

We find a) to be the most stable, with the next structure 145.8 kJ/mol higher.

a) # C3H6O2

C3H6O2 in the gas phase (the ωB97M-V functional and the def2-TZVPD basis, OMol25).

Geometry (Å):
C -1.442 -0.134 0.085
C -0.025 0.302 0.192
O 0.310 1.101 1.177
C 1.100 -0.195 -0.651
O 1.768 -0.668 0.474
H -2.049 0.227 0.921
H -1.463 -1.234 0.060
H -1.866 0.206 -0.873
H 1.608 0.604 -1.240
H 0.748 -0.974 -1.359
H 1.311 0.766 1.214

Properties
Kohn-Sham gap (Ha): 0.3251
HOMO level (eV): -8.822
Charge: 0

b) # C3H6O2

2 unconnected molecules or ions with the total composition C3H6O2 (the ωB97M-V functional and the def2-TZVPD basis, OMol25).

Geometry (Å):
O 2.229 -0.788 0.341
C 1.870 -0.416 -0.761
H 2.062 -1.117 -1.581
H 1.542 0.625 -0.901
C -1.503 1.080 0.476
C -1.321 -0.205 0.201
O -0.444 -1.008 0.895
H -2.478 1.566 0.480
H -0.635 1.674 0.757
H -1.819 -0.637 -0.673
H 0.499 -0.775 0.764

Properties
Kohn-Sham gap (Ha): 0.3277
SMILES: C=CO.C=O
HOMO level (eV): -8.922
Charge: 0

c) # C3H6O2

C3H6O2 in the gas phase (the ωB97M-V functional and the def2-TZVPD basis, OMol25).

Geometry (Å):
C 1.046 -0.401 0.947
C 0.204 -0.310 -0.231
C -0.720 0.912 -0.503
O 1.538 -0.066 -0.333
O -0.271 -1.722 -0.888
H 1.098 0.555 1.599
H 1.434 -1.445 1.314
H -0.545 1.298 -1.569
H -0.440 1.760 0.189
H -1.731 0.892 -0.321
H 0.424 -1.681 -1.538

Properties
Kohn-Sham gap (Ha): 0.4269
SMILES: C[C@]1(O)CO1
HOMO level (eV): -10.686
Charge: 0

We find c) to be the most stable, with the next structure 20.1 kJ/mol higher.